# 1
Formula: C4H7NO2
Source: the OMol25 dataset
Level of theory: ωB97M-V/def2-TZVPD

Atoms and positions in Å:
O 0.197 2.869 0.347
O 0.675 1.015 -0.969
N -1.093 0.893 0.508
C 0.198 -0.203 -0.940
C -1.247 -0.094 -0.548
C 0.898 -0.963 0.815
C -0.162 1.771 0.062
H 1.919 -0.618 0.654
H -1.696 -1.021 -0.187
H 0.757 -0.997 1.911
H 0.638 -0.898 -1.653
H 0.773 -1.998 0.490
H -1.819 0.290 -1.404
H -0.039 -0.048 0.915

LUMO level: 0.0100 Ha
E_HOMO: -9.493 eV
Kohn-Sham gap: 9.77 eV
Largest force on an atom: 0.011 hartree/bohr

***

# 2
Formula: C15H43AsAuO2PS2Si3Te
Source: the OMol25 dataset
Level of theory: ωB97M-V/def2-TZVPD

Atoms and positions in Å:
Au 0.013 -0.290 0.767
Te 1.582 -1.498 2.781
As -1.125 1.562 -0.361
S 2.543 -0.664 0.289
S -0.745 -2.880 0.450
P 1.235 -3.003 -0.035
Si -2.103 0.564 -2.308
Si -2.630 2.261 1.371
Si 0.468 3.287 -0.934
O 1.162 -2.886 -1.618
O 1.732 -4.542 0.085
C -0.721 -0.404 -3.181
C 2.336 -2.978 -2.434
C -3.964 0.907 1.515
C 3.545 -5.648 1.247
C 0.244 -1.140 4.467
C -2.712 2.116 -3.243
C -1.498 2.190 2.910
C 2.436 -4.363 -3.041
C 1.583 2.571 -2.305
C 2.811 0.114 3.482
C 2.089 -5.210 1.285
C -0.539 4.841 -1.415
C 1.523 3.456 0.649
C -3.315 4.012 1.040
C -3.480 -0.621 -1.752
H -4.312 -0.110 -1.278
H -3.079 -1.351 -1.051
H 3.220 -2.734 -1.836
H -1.169 4.638 -2.278
H 1.075 2.464 -3.261
H -2.021 2.424 3.831
H 2.247 1.043 3.523
H 0.135 0.215 -3.434
H 3.315 -4.426 -3.677
H -3.524 -0.072 1.331
H 0.797 -1.357 5.375
H -3.875 -1.173 -2.599
H -3.246 2.775 -2.559
H -1.072 -0.872 -4.096
H -4.412 0.880 2.504
H -4.770 1.050 0.802
H 1.813 2.455 0.974
H -0.606 -1.810 4.391
H 1.901 -4.563 2.154
H 3.173 -0.142 4.473
H 2.436 4.017 0.475
H 3.645 0.218 2.797
H -3.380 1.872 -4.061
H 0.096 5.685 -1.666
H -1.183 5.151 -0.597
H 1.547 -4.570 -3.632
H 2.509 -5.108 -2.253
H -0.649 2.864 2.827
H -0.379 -1.197 -2.519
H -0.098 -0.108 4.496
H -2.558 4.773 1.204
H -1.111 1.174 2.989
H 3.762 -6.248 2.129
H 0.990 3.943 1.463
H 2.463 3.186 -2.471
H -4.147 4.238 1.699
H 3.728 -6.239 0.352
H 1.932 1.588 -1.987
H -1.867 2.664 -3.655
H 1.436 -6.087 1.362
H -3.671 4.101 0.017
H 4.213 -4.790 1.242
H 2.224 -2.215 -3.210

Multiplicity: 2
LUMO level (alpha / beta): -0.1813 / -0.1786 Ha
E_HOMO (alpha / beta): -10.485 / -10.924 eV
Kohn-Sham gap (alpha / beta): 5.55 / 6.06 eV
Net charge: +1
Largest force on an atom: 0.055 hartree/bohr
Expectation value of S²: 0.774

***

# 3
Formula: C31H53BrCdNP3
Source: the OMol25 dataset
Level of theory: ωB97M-V/def2-TZVPD

Atoms and positions in Å:
Cd 0.029 1.361 -5.180
Br -1.298 -0.387 -0.544
P 1.974 -0.944 -1.233
P -0.075 1.648 1.804
P -2.320 -2.887 -3.773
N -1.029 7.655 -8.286
C 2.362 -2.530 -0.365
C -2.582 3.034 1.615
C -0.455 3.421 -4.894
C -2.066 2.299 -3.349
C -0.851 2.991 -3.505
C -0.272 -4.732 -4.124
C -0.529 -3.269 -3.734
C -2.993 -1.619 -6.146
C -0.580 6.917 -6.061
C 4.758 -0.579 -0.756
C -0.581 4.441 -5.611
C -2.638 -1.332 -4.668
C 1.652 2.253 2.044
C -1.205 6.401 -8.696
C -1.302 1.363 -1.256
C 3.215 -0.362 -3.762
C -2.303 1.513 -2.239
C 3.255 -3.545 -1.065
C -0.736 5.560 -6.463
C 3.397 0.108 -0.738
C -1.080 5.330 -7.808
C -2.899 -2.743 -2.033
C -1.062 3.212 1.713
C 2.283 -1.297 -3.002
C -4.266 -3.417 -1.901
C -0.917 1.794 4.574
C 0.079 2.965 -2.446
C 1.921 3.232 3.179
C -0.723 7.931 -7.017
C -0.540 0.873 3.416
C -0.108 2.121 -1.334
H -0.124 -3.062 -2.732
H 1.171 4.025 3.240
H -0.909 -5.004 -4.973
H -1.252 4.318 -8.158
H -3.733 -2.429 -6.203
H -1.758 -0.695 -4.506
H 1.281 -1.254 -3.458
H -0.357 7.175 -5.036
H -4.514 -3.562 -0.843
H 1.984 2.730 4.149
H -0.052 2.355 4.954
H 5.536 0.166 -0.548
H 4.997 -1.037 -1.724
H -0.502 -5.398 -3.285
H -4.231 -4.388 -2.411
H -5.037 -2.802 -2.383
H -0.783 3.890 2.534
H 2.619 -2.339 -3.124
H 2.799 -3.935 -1.979
H 1.376 -2.975 -0.164
H -1.451 6.220 -9.748
H -0.730 3.692 0.777
H -3.447 -0.747 -6.637
H -3.069 4.020 1.584
H 3.401 0.989 -1.396
H 0.300 0.214 3.699
H -2.942 -1.691 -1.708
H 4.268 -0.587 -3.574
H -2.160 -3.219 -1.373
H 4.241 -3.136 -1.306
H 4.822 -1.356 0.014
H 3.039 -0.491 -4.833
H -0.589 8.986 -6.752
H -1.718 2.495 4.306
H 0.778 -4.870 -4.406
H -1.287 1.171 5.399
H 2.792 -2.256 0.610
H -3.243 0.969 -2.195
H -2.862 2.506 0.690
H -2.129 -1.960 -6.730
H 3.016 0.685 -3.527
H -1.385 0.206 3.161
H -3.498 -0.832 -4.197
H -2.979 2.490 2.480
H 3.407 -4.398 -0.394
H 2.265 1.345 2.166
H 2.889 3.716 3.004
H 1.942 2.710 1.084
H -0.022 -2.610 -4.452
H 0.701 2.011 -0.583
H 1.003 3.543 -2.513
H -2.781 2.237 -4.169
H 3.171 0.477 0.277

LUMO level (alpha / beta): -0.3075 / -0.3203 Ha
E_HOMO (alpha / beta): -11.744 / -11.739 eV
Kohn-Sham gap (alpha / beta): 3.38 / 3.02 eV
Net charge: +2
Largest force on an atom: 0.074 hartree/bohr

***

# 4
Formula: C15H27CdN2OS3Si
Source: the OMol25 dataset
Level of theory: ωB97M-V/def2-TZVPD

Atoms and positions in Å:
Cd 0.823 0.297 -0.347
S 2.888 -0.027 -1.687
S 2.185 -1.643 0.537
S -0.504 -1.822 -0.221
Si -1.849 -0.001 1.908
O 1.708 1.756 -0.887
N -0.243 2.153 -0.627
N -1.182 0.466 0.352
C 1.009 3.957 -1.803
C -1.402 4.203 -1.234
C 3.754 -1.629 -1.617
C -2.282 1.433 3.024
C -0.598 -1.100 2.790
C -1.382 1.711 -0.094
C -0.251 3.420 -1.181
C 0.349 -1.779 -1.901
C -3.390 -1.047 1.607
C -2.578 2.439 -0.140
C 1.620 -3.378 0.542
C 3.848 -1.943 -0.126
C 1.163 -0.507 -2.325
C 0.099 -3.399 0.450
C -2.578 3.698 -0.706
H -1.008 -1.459 3.739
H 3.230 -2.408 -2.183
H -3.496 2.013 0.249
H 4.756 -1.524 -2.044
H -0.343 -1.957 2.186
H -3.149 -1.916 0.989
H -2.536 1.070 4.025
H -3.802 -1.406 2.556
H -3.496 4.274 -0.741
H 1.304 -0.574 -3.410
H 0.319 -0.543 3.000
H 1.112 5.032 -1.603
H -0.255 -4.240 -0.154
H 4.190 -2.966 0.054
H 1.889 3.454 -1.395
H -0.483 -1.862 -2.607
H -1.382 5.185 -1.689
H 0.988 3.796 -2.886
H -4.161 -0.464 1.097
H 4.550 -1.272 0.376
H 1.971 -3.890 1.441
H 2.037 -3.901 -0.323
H 0.531 0.385 -2.161
H -1.441 2.124 3.123
H -3.143 1.991 2.651
H -0.332 -3.517 1.445
H 0.943 -2.684 -2.050

LUMO level: 0.0934 Ha
E_HOMO: -1.300 eV
Kohn-Sham gap: 3.84 eV
Net charge: -1
Largest force on an atom: 0.192 hartree/bohr

***

# 5
Formula: C30H34EuN9O2P
Source: the OMol25 dataset
Level of theory: ωB97M-V/def2-TZVPD

Atoms and positions in Å:
Eu -0.199 -0.098 -0.192
P 2.520 -1.525 -2.120
O -2.374 -1.302 0.034
O 0.142 1.951 0.828
N -1.882 2.700 -0.189
N -0.661 -0.727 2.385
N -2.386 1.471 -0.329
N 1.381 -4.149 -2.045
N 0.782 0.771 -2.412
N 0.085 -2.483 -1.263
N 1.741 0.016 -4.305
N 2.063 -0.436 0.442
N 4.091 -1.339 0.205
C -0.711 -0.080 4.671
C -3.641 -1.037 0.117
C -1.334 -1.306 5.010
C -0.265 4.238 0.458
C 5.166 -2.031 -0.404
C 4.095 -0.675 1.437
C -1.297 -1.907 2.664
C 1.040 4.528 0.856
C -0.674 2.835 0.345
C 2.407 -0.776 -5.235
C -4.314 0.149 -0.256
C 0.184 -4.707 -1.567
C 1.557 -0.216 -2.964
C -1.557 -2.236 3.996
C 0.981 1.166 -4.650
C 2.444 -4.756 -2.792
C 0.427 1.595 -3.497
C 2.875 -1.114 -0.422
C 2.842 -0.166 1.571
C 1.585 5.800 0.669
C -0.324 0.099 3.364
C -0.587 6.502 -0.124
C -4.579 -2.053 0.712
C -1.653 -1.577 6.482
C 0.778 6.768 0.095
C -4.565 2.604 -0.717
C -3.752 1.391 -0.436
C -1.148 5.265 0.131
C -0.540 -3.684 -1.026
C 1.274 -2.758 -1.858
H 6.120 -1.807 0.162
H -1.531 -3.687 -0.687
H 4.959 -3.074 -0.216
H -4.125 -2.579 1.541
H 2.622 5.956 0.962
H -2.280 -0.828 6.975
H -0.141 2.503 -3.305
H 3.502 -0.907 -5.017
H -5.467 2.537 -0.078
H 2.454 -4.475 -3.872
H -0.057 -5.703 -1.437
H -4.879 2.623 -1.800
H 5.004 -0.444 1.961
H -4.778 -2.829 -0.068
H -2.176 -2.526 6.617
H -0.656 -1.576 7.011
H -3.951 3.533 -0.575
H -0.410 0.708 5.376
H 1.204 7.733 -0.283
H 0.123 1.045 3.045
H -2.098 -3.123 4.142
H -5.410 0.115 -0.286
H 1.651 3.756 1.308
H 2.465 0.492 2.311
H -2.186 5.129 -0.046
H -1.508 -2.604 1.849
H 3.362 -4.385 -2.381
H 0.900 1.667 -5.596
H -1.151 7.351 -0.535
H 2.353 -5.829 -2.708
H 5.337 -1.812 -1.463
H 1.922 -1.767 -5.217
H -5.540 -1.560 0.881
H 2.353 -0.343 -6.240

Multiplicity: 8
LUMO level (alpha / beta): -0.0028 / -0.0013 Ha
E_HOMO (alpha / beta): -4.830 / -4.981 eV
Kohn-Sham gap (alpha / beta): 4.75 / 4.94 eV
Largest force on an atom: 0.092 hartree/bohr
Expectation value of S²: 15.761